No. 1
Molecular formula: C16H21F3N2S2
Method: DFT, ωB97M-V/def2-TZVPD

The value obtained for the lowest unoccupied orbital energy is -1.73 eV. The HOMO-LUMO gap comes out at 4.2 eV.

Structure (ORCA input):
```
! wB97M-V def2-TZVPD RIJCOSX def2/J DEFGRID3
* xyz 0 1
C 2.8910 3.1117 0.6606
C 1.3728 3.2623 0.7950
C 0.7190 2.1210 1.5919
N 1.1045 0.8081 1.0666
C 0.3032 -0.3266 1.2584
S -1.3765 -0.2948 1.4191
S 1.0882 -1.8369 1.2792
C 2.5399 0.5642 0.9692
C 3.2932 1.6942 0.2381
H 3.2694 3.8323 -0.0798
H 3.3876 3.3644 1.6059
H 1.1308 4.2222 1.2624
H 0.9300 3.2898 -0.2079
H 0.9996 2.2144 2.6592
H -0.3791 2.2098 1.5552
H 2.9855 0.4106 1.9701
H 2.6873 -0.3756 0.4063
H 3.1350 1.5773 -0.8410
H 4.3609 1.5177 0.4106
C -3.7815 0.6302 3.1693
N -4.4369 -0.1861 2.1178
C -5.0786 0.5137 0.9961
C -4.4442 -1.4940 2.1964
C -5.4002 -2.3500 1.5258
C -5.5221 -2.4300 0.1214
C -6.4668 -3.2716 -0.4333
C -7.3226 -4.0110 0.3859
C -8.3517 -4.8612 -0.2945
F -8.7628 -5.8952 0.4994
F -9.4652 -4.1296 -0.6360
F -7.8617 -5.4062 -1.4564
C -7.2297 -3.9410 1.7803
C -6.2260 -3.1653 2.3462
H -3.3714 1.5549 2.7400
H -4.4926 0.8748 3.9788
H -2.9576 0.0389 3.5855
H -5.0750 1.5862 1.2239
H -4.5160 0.3366 0.0732
H -6.1109 0.1738 0.8367
H -3.8419 -1.9342 3.0071
H -4.8476 -1.8517 -0.5245
H -6.5614 -3.3582 -1.5094
H -7.9353 -4.4904 2.3975
H -6.0696 -3.1625 3.4261
*
```

---

No. 2
Molecular formula: C20H28CsN7O7P2
Method: DFT, ωB97M-V/def2-TZVPD

The value obtained for the lowest unoccupied orbital energy is -0.17 eV. Its energy above the lowest of the compared OMol25 structures with the same formula, charge and spin is 15.8 kJ/mol. The HOMO-LUMO gap comes out at 8.8 eV.

Structure (ORCA input):
```
! wB97M-V def2-TZVPD RIJCOSX def2/J DEFGRID3
* xyz 0 1
Cs 0.6397 -0.9571 -0.3749
C -4.0027 0.4738 -1.4344
N -3.0157 -0.0754 -2.3428
C -3.3380 -1.3740 -2.8916
C -2.0814 -1.9998 -3.4117
N -0.8915 -1.6889 -2.9874
C -0.0195 -2.5098 -3.6985
C 1.3724 -2.5848 -3.6641
C 1.9866 -3.5083 -4.4870
C 1.2429 -4.3380 -5.3381
C -0.1363 -4.2668 -5.3952
C -0.7455 -3.3387 -4.5603
N -2.0699 -2.9839 -4.3565
C -3.3147 1.4914 -0.5769
N -2.0871 1.3731 -0.1569
C -1.8330 2.5402 0.5608
C -0.6661 2.9684 1.1919
C -0.6906 4.2106 1.7992
C -1.8435 5.0103 1.8006
C -3.0088 4.5961 1.1829
C -2.9727 3.3541 0.5614
N -3.9096 2.6504 -0.1752
H -4.4539 -0.2913 -0.7804
H -4.8218 0.9439 -1.9868
H -2.1431 -0.1308 -1.8294
H -4.0648 -1.2764 -3.7043
H -3.7847 -2.0550 -2.1466
H 1.9648 -1.9373 -3.0294
H 3.0649 -3.5912 -4.4772
H 1.7627 -5.0476 -5.9678
H -0.7064 -4.9033 -6.0591
H -2.8722 -3.3529 -4.8348
H 0.2239 2.3502 1.2088
H 0.2037 4.5799 2.2843
H -1.8178 5.9751 2.2900
H -3.8961 5.2156 1.1775
H -4.8299 2.9591 -0.4327
O 3.5268 0.0805 -0.6732
P 4.1068 -1.0734 0.3177
O 5.4630 -1.4543 -0.0569
O 2.9965 -2.0798 0.5321
O 4.1215 -0.2032 1.7575
P 2.7375 0.0993 2.4538
O 2.1532 -1.3082 2.9071
O 3.0960 0.8522 3.7547
O 1.8101 0.8121 1.5245
H 2.9994 0.7168 -0.1613
H 2.3893 -1.9369 2.1721
N 1.3097 0.9560 5.6475
C 0.0657 0.2294 5.3321
C -0.6650 0.9372 4.2021
N -0.9363 2.3148 4.5933
C 0.3128 3.0227 4.8469
C 1.0347 2.3570 6.0035
H 2.3485 0.8771 4.4839
H 1.7777 0.4933 6.4194
H -0.5853 0.1881 6.2130
H 0.3271 -0.7852 5.0311
H -1.6078 0.4228 4.0095
H -0.0528 0.8719 3.2896
H -1.4460 2.7859 3.8558
H 0.0935 4.0601 5.1019
H 0.9807 3.0165 3.9712
H 0.4119 2.4186 6.9033
H 1.9833 2.8599 6.1952
*
```

---

No. 3
Molecular formula: C35H88B5F20N5O5
Method: DFT, ωB97M-V/def2-TZVPD

The value obtained for the lowest unoccupied orbital energy is -1.07 eV. Its energy above the lowest of the compared OMol25 structures with the same formula, charge and spin is 331.3 kJ/mol. The HOMO-LUMO gap comes out at 8.7 eV.

Structure (ORCA input):
```
! wB97M-V def2-TZVPD RIJCOSX def2/J DEFGRID3
* xyz 0 1
C -1.9530 0.4208 -5.0806
C -1.8106 -0.3561 -6.4429
N -1.2735 -1.8119 -6.1415
C -2.3836 -2.4865 -5.3196
C -1.2076 -2.5244 -7.5590
C -0.8001 -4.0716 -7.5099
C 0.0153 -1.9024 -5.3159
C 1.1723 -1.2038 -5.9511
O 1.6906 -1.9209 -7.0443
C 2.4963 -1.1642 -7.8287
H -2.5167 0.0448 -4.2268
H -2.5222 1.3379 -5.2323
H -0.9290 0.6516 -4.7870
H -1.2107 0.1277 -7.2136
H -2.7757 -0.5342 -6.9171
H -3.3587 -2.1778 -5.6963
H -2.2057 -2.2796 -4.2642
H -2.4277 -3.5741 -5.3769
H -0.4614 -1.9496 -8.1075
H -2.1170 -2.4080 -8.1484
H 0.2671 -4.0737 -7.2879
H -0.8177 -4.5782 -8.4748
H -1.2589 -4.7530 -6.7935
H 0.2483 -2.9494 -5.1221
H -0.2012 -1.5055 -4.3241
H 2.0311 -1.3223 -5.2905
H 0.9561 -0.1545 -6.1521
H 2.8447 -1.8908 -8.5627
H 3.3791 -0.6820 -7.4090
H 2.0101 -0.3061 -8.2929
C -2.0862 -0.8522 6.7923
C -2.5495 -0.7763 5.3026
N -4.0737 -0.3318 5.2111
C -4.5196 -0.4604 3.6941
C -4.9797 -1.3438 6.0929
C -4.8907 -2.8082 5.6548
C -4.3282 1.1308 5.6092
C -5.5848 1.8602 5.0549
O -6.7223 1.0660 5.3889
C -7.9110 1.4567 4.7857
H -2.5718 -0.1102 7.4262
H -1.0051 -0.9819 6.8420
H -2.4005 -1.7467 7.3300
H -2.3812 -1.6774 4.7128
H -1.9468 -0.0133 4.8099
H -3.8959 0.2848 3.2002
H -5.5524 -0.1207 3.6161
H -4.3966 -1.4472 3.2477
H -6.0071 -0.9974 5.9815
H -4.7120 -1.2116 7.1412
H -5.1354 -2.8240 4.5927
H -5.7001 -3.3896 6.0964
H -3.9505 -3.3007 5.9027
H -3.3901 1.5385 5.2326
H -4.2912 1.2314 6.6939
H -5.5414 2.0238 3.9782
H -5.6695 2.8781 5.4353
H -7.9789 1.3215 3.7063
H -8.1762 2.4613 5.1151
H -8.7643 0.9724 5.2605
C 2.8252 -3.1946 3.1791
C 2.6913 -2.4523 1.8286
N 1.2883 -1.9619 1.3560
C 0.1951 -3.0399 1.5013
C 0.9617 -0.7608 2.3316
C -0.4768 -0.3048 2.1788
C 1.3780 -1.4630 -0.0862
C 1.4100 -2.4673 -1.2582
O 2.6238 -3.1612 -1.1619
C 2.6876 -4.2740 -1.9554
H 3.0472 -2.4849 3.9761
H 3.7316 -3.7917 3.2796
H 2.0029 -3.8580 3.4471
H 2.9841 -3.1602 1.0533
H 3.4065 -1.6517 1.6397
H 0.5415 -3.9948 1.1060
H -0.6873 -2.7607 0.9255
H 0.0142 -3.0694 2.5758
H 1.4980 0.1323 2.0106
H 1.2100 -1.0120 3.3628
H -0.7692 0.4000 2.9572
H -1.3197 -0.9953 2.2055
H -0.5570 0.2302 1.2325
H 2.2348 -0.7905 -0.0435
H 0.5257 -0.7887 -0.1690
H 1.3054 -1.9912 -2.2331
H 0.4966 -3.0560 -1.1744
H 3.7352 -4.5193 -1.7806
H 2.5927 -4.2272 -3.0403
H 2.0469 -5.0884 -1.6173
C 1.0248 6.6726 2.0660
C 2.3038 5.9375 1.6324
N 2.0945 4.7980 0.5821
C 3.5479 4.2712 0.2622
C 1.1716 3.6613 1.1519
C 1.5118 3.1602 2.5952
C 1.3553 5.3912 -0.7249
C 1.0192 4.2041 -1.7976
O -0.3173 3.6359 -1.5617
C -0.6524 2.4559 -2.2208
H 0.1688 6.0423 2.3069
H 0.6891 7.3858 1.3132
H 1.3078 7.1522 3.0030
H 2.8634 5.5812 2.4973
H 3.0397 6.5648 1.1293
H 4.1291 5.0398 -0.2472
H 3.5051 3.3132 -0.2561
H 4.0483 4.0636 1.2080
H 1.2452 2.8132 0.4710
H 0.1386 4.0091 1.1436
H 0.8784 3.7354 3.2705
H 2.5294 3.4303 2.8772
H 1.3732 2.1259 2.9100
H 1.9657 6.2149 -1.0951
H 0.4227 5.8180 -0.3559
H 1.7727 3.4238 -1.9051
H 0.9985 4.6954 -2.7703
H -0.0333 1.6235 -1.8861
H -0.5926 2.6713 -3.2876
H -1.6546 2.0781 -2.0183
C 5.2083 -0.3244 -4.9301
C 6.0560 0.0972 -3.7839
O 7.2754 0.0003 -3.7979
N 5.3423 0.5636 -2.4846
H 5.7339 1.4893 -2.3849
H 4.3707 0.7749 -2.6619
C 5.4797 -0.4343 -1.2635
H 4.7672 -1.3075 -4.7656
H 5.8428 -0.4027 -5.8129
H 4.4375 0.3740 -5.2558
H 6.5225 -0.4642 -0.9474
H 5.1060 -1.4532 -1.3650
H 4.8164 0.0755 -0.5647
B -0.8949 2.7124 5.0493
F -0.6366 4.0660 5.2050
F -1.4327 2.1735 6.1988
F -1.7086 2.4601 3.9752
F 0.2926 2.0235 4.8730
B -3.3561 -0.5698 -0.5724
F -4.3443 -1.2322 0.1341
F -3.1459 0.6879 0.0257
F -2.2628 -1.4169 -0.4145
F -3.7118 -0.4663 -1.9313
B 4.5543 0.7770 2.6342
F 5.6038 -0.0870 2.3241
F 4.9320 2.1212 2.7835
F 3.6916 0.7761 1.5860
F 3.9709 0.3467 3.8530
B -2.6401 -4.4497 2.7274
F -2.7600 -3.2054 2.1258
F -3.8624 -4.9391 3.1137
F -2.1546 -5.2849 1.7290
F -1.7429 -4.3169 3.7830
B 2.2789 0.5429 -3.0555
F 2.4000 1.0011 -1.7735
F 2.7446 1.4481 -3.9481
F 3.0235 -0.5906 -3.0982
F 0.9568 0.1872 -3.2648
*
```

---

No. 4
Molecular formula: C29H19BrN6O5V
Method: DFT, ωB97M-V/def2-TZVPD

The value obtained for the lowest unoccupied orbital energy (alpha / beta) is -7.81 / -7.84 eV. The HOMO-LUMO gap (alpha / beta) comes out at 5.9 / 5.8 eV.

Structure (ORCA input):
```
! wB97M-V def2-TZVPD RIJCOSX def2/J DEFGRID3
* xyz 2 2
V -0.3998 -0.2918 -2.4082
O 2.1098 -4.2635 -6.2911
C 1.3897 -3.4516 -5.4984
C 0.7968 -3.9532 -4.3150
C 0.1652 -2.9556 -3.5279
N 0.0226 -1.6752 -3.9109
C 0.7346 -1.2302 -4.9037
C 1.3460 -2.0684 -5.8479
C 0.9925 0.2013 -4.8374
O 1.5887 0.7393 -5.7850
O 0.4239 0.8155 -3.8694
C -0.2280 -3.1397 -2.0813
O -0.4219 -4.2523 -1.6327
O -0.4286 -2.0057 -1.5352
H 1.9707 -5.2252 -6.1857
H 0.5532 -4.9769 -4.0769
H 1.7388 -1.7035 -6.8067
Br 3.8324 2.4320 1.4491
C 2.0230 1.9241 1.5996
C 1.5940 0.4902 2.0165
C 0.4663 -0.1983 1.1806
C -0.2886 0.9222 0.5335
C -0.3366 2.1359 1.4422
C 1.0035 2.8022 1.4773
N -0.5604 0.9358 -0.7784
C -1.0226 2.0558 -1.4916
C -1.9530 1.7787 -2.4837
C -2.5478 2.7929 -3.3233
C -3.4138 2.4932 -4.3531
C -3.7105 1.1304 -4.5816
C -3.2072 0.1491 -3.7182
N -2.2495 0.4513 -2.8073
H 2.4271 -0.2145 2.2658
H 0.6561 -0.9875 0.4590
H -1.1132 2.7978 1.0203
H 1.0990 3.8775 1.2892
H -0.3873 2.8947 -1.6453
H -2.3452 3.9003 -3.1235
H -3.7944 3.2615 -5.0431
H -4.2386 0.7705 -5.4538
H -3.6123 -0.8306 -3.6466
N 2.2688 -1.6667 9.3438
C 1.8585 -1.2060 8.3361
C 1.5271 -0.7515 7.0453
C 2.5140 -0.5049 6.0890
C 2.1760 0.1669 4.9445
C 0.8528 0.4446 4.6402
C -0.0588 0.4811 5.6713
C 0.3237 -0.1094 6.8649
N 0.4740 0.5530 3.2215
C -0.5676 1.6988 2.9416
C -1.7936 0.8637 3.0336
N -1.6965 -0.3820 2.6849
C -0.2572 -0.6450 2.5656
H 3.5362 -0.8349 6.3428
H 2.9413 0.5046 4.2490
H -1.0068 0.9625 5.5238
H -0.4124 -0.1916 7.7228
H -0.6369 2.5406 3.6901
H -2.8144 1.3249 3.3321
H 0.0974 -1.5773 2.9867
*
```

---

In order of appearance, energy = -1827.698837 -2392.157691 -4158.738818 -5338.594208 hartree.